(1)
{"formula": "C5H8O2", "method": "the ωB97M-V functional and the def2-TZVPD basis", "symbols": ["O", "C", "C", "C", "C", "C", "O", "H", "H", "H", "H", "H", "H", "H", "H"], "xyz": [[2.6545, 0.6383, 0.2286], [1.5338, -0.2101, 0.0429], [0.2832, 0.5761, 0.4655], [-0.7318, 0.7799, -0.6265], [-2.0509, 0.7451, -0.4587], [-1.3663, -2.3401, 0.1308], [-1.7213, -2.8009, -0.8447], [3.4476, 0.1512, -0.0216], [1.6389, -1.1260, 0.6444], [1.4557, -0.5266, -1.0099], [-0.1939, 0.0986, 1.3281], [0.6472, 1.5569, 0.7974], [-0.3274, 1.0132, -1.6134], [-2.7360, 0.9431, -1.2786], [-2.4956, 0.5199, 0.5100]], "atomic_forces_ev_per_a": [[0.3, 0.0, -0.1], [-0.4, -0.2, -0.1], [0.0, -0.1, 0.1], [-0.1, 0.1, 0.0], [0.2, 0.0, 0.0], [-0.4, -0.6, -1.2], [0.4, 0.5, 1.2], [0.0, 0.1, 0.0], [0.0, 0.2, -0.1], [0.0, 0.1, 0.1], [0.0, 0.1, -0.1], [-0.1, -0.1, 0.0], [-0.1, 0.0, 0.1], [0.1, 0.0, 0.1], [0.1, 0.0, -0.1]], "charge": 0, "lumo_ev": 0.919, "e_above_lowest_kj_mol": 150.4, "total_energy_ev": -9408.274, "molar_mass_g_mol": 100.12, "homo_lumo_gap_ha": 0.38886}

***

(2)
{"formula": "C5H8O2", "method": "the ωB97M-V functional and the def2-TZVPD basis", "symbols": ["C", "C", "C", "O", "C", "C", "O", "H", "H", "H", "H", "H", "H", "H", "H"], "xyz": [[1.8417, -0.5271, 0.4240], [0.5502, 0.1404, 0.8446], [-0.6609, -0.4998, 0.2867], [-0.6990, -1.4782, -0.6622], [-0.1188, 0.9690, -0.2094], [-1.5222, 1.1997, -0.5246], [-1.8571, 0.9351, -1.6791], [2.6929, 0.1548, 0.4022], [1.7205, -0.9848, -0.5634], [2.0485, -1.3373, 1.1295], [0.4768, 0.4555, 1.8798], [-1.4999, -0.5123, 0.9960], [-1.1611, -1.0596, -1.4207], [0.4409, 1.0440, -1.1444], [-2.2527, 1.5007, 0.2411]], "atomic_forces_ev_per_a": [[0.1, 0.0, 0.0], [0.1, -0.1, 0.3], [0.3, -0.2, 0.2], [0.1, 0.1, -0.2], [-0.2, -0.2, -0.2], [-0.2, 0.4, -0.3], [-0.5, 0.5, 0.2], [-0.1, 0.0, 0.1], [0.0, 0.2, 0.2], [0.1, 0.1, -0.1], [0.0, -0.2, 0.1], [0.1, 0.3, -0.5], [0.0, -0.2, 0.0], [-0.2, -0.8, 0.1], [0.0, 0.0, 0.0]], "charge": 0, "smiles": "C[C@@H]1[C@H](O)[C@H]1C=O", "lumo_ev": 0.886, "e_above_lowest_kj_mol": 278.4, "total_energy_ev": -9406.947, "molar_mass_g_mol": 100.12, "homo_lumo_gap_ha": 0.37646}

***

(3)
{"formula": "C5H8O2", "method": "the ωB97M-V functional and the def2-TZVPD basis", "symbols": ["C", "C", "O", "C", "C", "O", "C", "H", "H", "H", "H", "H", "H", "H", "H"], "xyz": [[1.0149, 0.6457, -0.4613], [-0.3004, 0.5100, -1.1582], [-0.8892, -0.6247, -1.3477], [-0.5862, -1.8255, -0.9153], [-0.9249, 0.1108, 1.7140], [0.0209, 1.0027, 1.7548], [0.9318, 1.3035, 0.8790], [1.5172, -0.3363, -0.4266], [1.6616, 1.2878, -1.0729], [-0.8429, 1.3455, -1.5808], [0.3835, -2.0108, -0.4716], [-1.2072, -2.6050, -1.3296], [-0.9480, -0.6666, 0.9515], [-1.5285, 0.0765, 2.6102], [1.5636, 2.1259, 1.1830]], "atomic_forces_ev_per_a": [[0.0, -0.1, -0.1], [0.0, 0.0, 0.0], [0.0, 0.1, 0.0], [0.1, -0.2, -0.1], [-0.4, -0.5, -0.1], [0.1, 0.4, 0.5], [0.4, 0.1, -0.4], [-0.1, 0.1, 0.0], [-0.1, -0.1, 0.1], [0.1, -0.1, 0.1], [-0.2, 0.0, 0.0], [0.1, 0.1, 0.1], [0.0, 0.1, 0.1], [0.1, 0.0, -0.1], [-0.1, -0.1, -0.1]], "charge": 0, "lumo_ev": [0.579, 0.625], "e_above_lowest_kj_mol": 693.1, "total_energy_ev": -9402.649, "molar_mass_g_mol": 100.12, "homo_lumo_gap_ha": [0.28190, 0.28188]}